<i>
Formula: C3H4O
Source: the Open Molecules 2025 dataset
Level of theory: the ωB97M-V functional and the def2-TZVPD basis

Summary:
LUMO (eV): 1.10
HOMO (eV): -10.081

Each line ends with the natural charge from an NBO analysis.
Geometry (Å):
1 C -0.485 2.744 0.494  0.51
2 C 0.638 -0.384 0.119  -0.39
3 C -0.567 0.057 -0.231  -0.39
4 O -0.772 3.411 -0.366  -0.51
5 H 1.425 0.088 -0.471  0.18
6 H 0.982 -0.835 1.061  0.20
7 H -1.441 -0.212 0.435  0.20
8 H -0.715 0.543 -1.157  0.20

=====

<ii>
Formula: C3H4O
Source: the Open Molecules 2025 dataset
Level of theory: the ωB97M-V functional and the def2-TZVPD basis

Summary:
LUMO (eV): -0.18
HOMO (eV): -9.986
SMILES string: C=CC=O

Each line ends with the natural charge from an NBO analysis.
Geometry (Å):
1 C -0.529 0.433 1.029  -0.26
2 C -0.429 0.240 -0.335  -0.34
3 C 0.750 -0.417 -0.833  0.38
4 O 1.798 -0.474 -0.194  -0.53
5 H -1.316 0.816 1.680  0.21
6 H 0.339 0.288 1.608  0.21
7 H -1.226 0.338 -1.162  0.22
8 H 0.613 -1.224 -1.793  0.11

=====

<iii>
Formula: C3H4O
Source: the Open Molecules 2025 dataset
Level of theory: the ωB97M-V functional and the def2-TZVPD basis

Summary:
LUMO (eV): -0.21
HOMO (eV): -9.813
SMILES string: O=C1CC1

Each line ends with the natural charge from an NBO analysis.
Geometry (Å):
1 O -2.255 -0.253 -0.433  -0.53
2 C -0.849 -0.165 -0.140  0.56
3 C 0.423 0.159 -0.757  -0.52
4 C 0.257 -0.137 0.768  -0.53
5 H 1.066 -0.588 -1.273  0.25
6 H 0.651 1.281 -1.012  0.26
7 H 0.277 0.725 1.527  0.25
8 H 0.430 -1.023 1.319  0.26

=====

<iv>
Formula: C3H4O
Source: the Open Molecules 2025 dataset
Level of theory: the ωB97M-V functional and the def2-TZVPD basis

Summary:
LUMO (alpha / beta) (eV): -1.21 / 0.41
HOMO (alpha / beta) (eV): -7.510 / -9.816

Each line ends with the natural charge from an NBO analysis.
Geometry (Å):
1 C -1.550 -0.387 -0.256  -0.18
2 C -0.769 0.569 0.090  -0.03
3 C 1.407 -0.404 -0.033  -0.05
4 O 0.544 0.609 -0.166  -0.47
5 H -2.621 -0.471 0.158  0.19
6 H -0.802 1.655 0.346  0.23
7 H 1.292 -1.419 -0.091  0.16
8 H 2.499 -0.153 -0.049  0.15

=====

Stability summary: most stable <i>, least stable <iv>.

=====

<i>
Formula: C6H9F
Source: the Open Molecules 2025 dataset
Level of theory: the ωB97M-V functional and the def2-TZVPD basis

Summary:
LUMO (eV): -0.76
HOMO (eV): -9.864

Each line ends with the natural charge from an NBO analysis.
Geometry (Å):
1 C 1.771 -0.899 -0.692  -0.23
2 C 0.264 -0.515 2.004  -0.32
3 C 0.508 -0.608 -1.005  -0.29
4 C -0.168 0.440 1.188  -0.26
5 C -1.677 0.624 -0.799  -0.66
6 C -0.339 0.280 -0.245  0.41
7 F 0.600 2.039 -0.853  -0.64
8 H 2.366 -1.538 -1.323  0.20
9 H 2.257 -0.470 0.167  0.21
10 H 0.330 -0.358 3.066  0.21
11 H 0.536 -1.494 1.642  0.20
12 H 0.089 -0.989 -1.927  0.22
13 H -0.479 1.398 1.584  0.24
14 H -2.335 -0.242 -0.687  0.23
15 H -1.607 0.871 -1.855  0.25
16 H -2.117 1.461 -0.264  0.24

=====

<ii>
Formula: C6H9F
Source: the Open Molecules 2025 dataset
Level of theory: the ωB97M-V functional and the def2-TZVPD basis

Summary:
LUMO (eV): 0.84
HOMO (eV): -9.331
SMILES string: FC1=CC1.C=CC

Each line ends with the natural charge from an NBO analysis.
Geometry (Å):
1 F 2.546 -1.221 1.051  -0.29
2 C 2.004 -0.175 0.429  0.41
3 C 2.046 0.536 -0.694  -0.28
4 C 1.880 1.292 0.656  -0.44
5 H 1.986 0.617 -1.821  0.24
6 H 0.949 1.559 1.038  0.19
7 H 2.741 1.811 1.025  0.18
8 C -1.620 0.213 1.014  -0.40
9 C -1.523 0.048 -0.293  -0.15
10 C -1.649 -1.174 -1.001  -0.66
11 H -2.050 -0.602 1.497  0.18
12 H -1.425 1.009 1.594  0.19
13 H -1.169 0.821 -0.897  0.18
14 H -2.064 -1.144 -1.973  0.22
15 H -1.998 -2.011 -0.439  0.21
16 H -0.655 -1.578 -1.187  0.23

=====

Stability summary: most stable <i>, least stable <ii>.